The following is a DFT calculation (the ωB97M-V functional and the def2-TZVPD basis) of a cluster of 5 separate species, C36H75BrCl2N4O13P3 in total in a non-equilibrium geometry.

Summary:
multiplicity: 1
HOMO level: -10.898 eV
lowest unoccupied orbital energy: -3.8 eV
charge: +1

```
134
Properties=species:S:1:pos:R:3:forces:R:3:mulliken_charge:R:1
C 5.9220 4.2661 -0.5990 -0.1 -0.3 0.0 -1.092
C 4.6446 4.1193 -1.4183 0.5 0.1 -0.1 0.153
O 3.7029 5.0911 -0.9924 -0.2 0.0 0.1 -0.395
C 2.3992 4.8787 -1.4918 0.2 0.2 0.1 -0.874
C 1.4687 4.3578 -0.4146 0.3 0.0 0.1 -0.236
O 2.0720 3.2465 0.2541 0.0 -0.2 -0.1 0.131
C 1.1485 2.4648 0.9446 -0.4 0.8 0.1 -2.131
C 1.6393 2.0139 2.3336 0.8 -0.2 -0.6 2.762
N 2.2743 3.0780 3.0669 -0.5 -0.3 0.3 -0.962
C 1.8174 4.2071 3.0965 0.6 -2.3 -0.8 0.456
O 1.4097 5.2635 3.1033 -0.7 2.7 0.5 -0.402
N 0.3639 1.5560 3.0027 0.3 -0.8 0.0 0.912
P 0.3777 1.6944 4.7603 0.9 0.6 0.7 -0.127
P -0.9882 3.4159 4.9691 -0.9 0.2 -0.7 0.846
O -1.3633 3.9346 3.6486 0.0 -0.2 -0.2 -0.533
O -2.2225 3.0239 5.8962 0.5 0.1 0.6 -0.488
O -0.1961 4.4953 5.8264 0.2 -0.2 0.1 -0.528
C -0.0843 0.3602 2.4716 -0.2 0.0 -0.1 -2.364
N -1.3324 0.2110 2.1175 -0.2 0.0 0.3 0.388
C -2.3839 1.1549 2.2775 -0.4 0.6 -0.6 0.024
Cl -3.0846 1.2672 3.8346 -0.1 -0.4 -0.1 -0.128
C -2.8591 1.8669 1.2459 0.3 -0.5 0.5 0.753
C -3.9714 2.8496 1.3168 0.2 0.2 0.0 -1.382
Cl -2.1242 1.6353 -0.2967 0.1 0.0 -0.1 -0.163
N 0.7153 -0.7592 2.2789 0.3 0.6 0.3 1.092
C 0.7539 -1.5578 3.5434 -0.6 -0.6 -0.1 -0.403
C 1.0968 -3.0374 3.2895 0.2 0.2 0.8 -0.514
C 2.1669 -3.5313 4.2680 0.1 0.0 -0.1 -1.158
C 3.5581 -3.1573 3.8230 0.2 -0.1 0.0 -0.112
O 4.5042 -3.8004 4.6927 0.0 0.5 0.3 -0.400
C 5.7862 -3.6625 4.2718 0.5 -0.4 -0.5 0.122
O 6.2030 -4.1406 3.2609 -0.2 0.1 -0.1 -0.462
C 2.0611 -0.4641 1.7503 0.3 -0.4 -0.5 -0.422
P 2.1200 -0.6442 -0.1476 -0.5 0.4 -0.6 0.476
C 0.8423 -1.9522 -0.4308 0.6 -0.1 0.4 -1.245
C 3.6851 -1.5678 -0.4614 -0.2 0.5 0.2 -1.165
C 2.6533 0.8379 2.3052 0.3 -0.1 0.2 -0.793
O 3.1021 0.5601 3.6053 -0.3 -0.2 0.0 -0.442
Br 4.2425 1.3363 1.2747 -0.1 0.0 0.0 0.019
H 5.7372 4.9025 0.2609 0.0 0.1 0.1 0.273
H 6.7454 4.6674 -1.1794 0.1 0.2 0.0 0.363
H 6.2495 3.2966 -0.2296 0.1 -0.1 0.1 0.198
H 4.2347 3.1131 -1.3322 -0.2 -0.1 0.2 0.056
H 4.8874 4.2793 -2.4734 -0.2 0.0 -0.1 0.316
H 2.4221 4.2225 -2.3616 -0.1 -0.1 -0.1 0.392
H 2.0102 5.8511 -1.7962 -0.1 0.0 -0.2 0.368
H 0.5116 4.0594 -0.8459 -0.1 0.0 -0.1 0.341
H 1.2995 5.1568 0.3108 -0.1 0.0 0.1 0.259
H 0.2493 3.0594 1.1489 -0.1 0.0 0.1 0.769
H 0.8290 1.6047 0.3492 0.1 -0.2 0.0 0.079
H -0.4253 0.6306 5.2073 -0.4 0.0 -0.5 0.082
H -2.0303 3.1787 6.8330 -0.2 0.1 0.0 0.335
H 0.0434 5.2113 5.2141 0.1 0.1 0.2 0.361
H -1.5650 -0.6783 1.6850 0.1 -0.1 0.0 0.392
H -3.5910 3.7758 1.7501 0.1 0.1 0.0 0.278
H -4.3413 3.0681 0.3223 -0.1 0.0 -0.1 0.417
H -4.7762 2.5038 1.9567 -0.1 -0.1 0.0 0.406
H -0.2522 -1.5259 3.9637 -0.1 0.1 0.0 0.394
H 1.4133 -1.1215 4.2928 0.3 0.2 -0.2 0.448
H 1.4131 -3.1905 2.2617 0.0 -0.1 -0.1 0.205
H 0.2069 -3.6278 3.4848 -0.2 -0.1 -0.4 0.543
H 1.9980 -3.0949 5.2530 -0.1 -0.1 0.1 0.311
H 2.1136 -4.6100 4.3957 0.0 -0.1 -0.1 0.464
H 3.7579 -3.4662 2.7959 -0.1 -0.1 -0.1 0.347
H 3.7082 -2.0766 3.9030 0.0 0.1 -0.1 0.177
H 6.4459 -3.0781 4.9222 -0.2 -0.1 0.5 0.425
H 2.7030 -1.2539 2.1301 0.1 0.0 0.1 0.176
H 1.2803 -2.7023 -1.0840 -0.1 0.0 -0.3 0.482
H -0.0390 -1.5465 -0.9104 -0.1 0.0 0.0 0.126
H 0.5654 -2.4763 0.4793 -0.2 0.0 0.0 0.206
H 4.0987 -2.0440 0.4240 0.1 -0.2 0.0 0.305
H 4.4030 -0.8479 -0.8407 0.2 0.0 0.1 0.367
H 3.4880 -2.2784 -1.2578 0.0 -0.2 0.1 0.477
H 3.8913 1.0832 3.7891 -0.1 0.2 0.1 0.616
C -1.3509 -4.2626 -3.9529 0.0 0.1 0.0 -0.956
C -1.6289 -4.4622 -2.4734 0.0 -0.1 -0.1 -0.371
O -1.7544 -3.2521 -1.7419 0.1 0.0 0.1 -0.330
C -2.7978 -2.3880 -2.1612 -0.2 0.1 -0.1 -0.185
C -4.1847 -2.9952 -2.0701 0.1 -0.2 0.0 -0.805
H -0.4633 -3.6440 -4.0963 0.0 0.0 0.0 0.274
H -1.1841 -5.2256 -4.4350 0.0 0.0 0.0 0.415
H -2.1820 -3.7738 -4.4631 0.0 -0.1 0.0 0.137
H -0.7941 -4.9914 -2.0129 0.0 0.0 0.1 0.392
H -2.5163 -5.0874 -2.3303 0.0 0.0 0.0 0.309
H -2.6068 -2.0193 -3.1751 0.0 0.0 0.0 0.326
H -2.7367 -1.5194 -1.4990 0.1 0.0 0.0 0.052
H -4.3017 -3.8374 -2.7512 -0.1 0.1 -0.1 0.061
H -4.9432 -2.2576 -2.3303 0.0 0.0 0.0 0.507
H -4.3815 -3.3626 -1.0621 0.0 0.0 0.0 0.182
C -5.5132 -4.0172 -7.6651 0.0 0.1 0.0 -1.155
C -5.8317 -4.2171 -6.1935 0.0 -0.1 -0.1 -0.281
O -5.9762 -3.0111 -5.4642 0.1 0.0 0.1 -0.383
C -7.0069 -2.1434 -5.8986 -0.1 0.1 0.0 -0.366
C -8.3966 -2.7540 -5.8359 0.0 -0.1 0.0 -1.035
H -4.6227 -3.3980 -7.7826 0.0 0.0 0.0 0.300
H -5.3329 -4.9797 -8.1437 0.0 0.0 0.0 0.406
H -6.3294 -3.5284 -8.1983 0.0 -0.1 0.0 0.278
H -5.0081 -4.7465 -5.7129 0.0 0.0 0.1 0.344
H -6.7218 -4.8448 -6.0747 0.0 0.0 0.0 0.306
H -6.7969 -1.7696 -6.9069 0.0 0.0 0.0 0.310
H -6.9586 -1.2830 -5.2301 0.1 0.0 0.0 0.339
H -8.5053 -3.5926 -6.5248 0.0 0.0 0.0 0.324
H -9.1469 -2.0093 -6.1017 0.0 0.0 0.0 0.412
H -8.6077 -3.1228 -4.8313 0.0 0.0 0.0 0.182
C -9.4492 -3.3487 -1.7592 0.1 0.1 0.1 -1.110
C -8.6179 -4.5622 -1.3800 -0.1 0.0 0.0 -0.326
O -7.3153 -4.2453 -0.9209 0.2 0.0 0.0 -0.423
C -7.2475 -3.4339 0.2337 0.0 0.1 0.1 -0.119
C -7.8978 -4.0464 1.4630 -0.1 -0.1 -0.1 -1.244
H -8.9233 -2.7420 -2.4979 0.0 0.0 0.0 0.236
H -10.4025 -3.6645 -2.1830 0.0 0.0 0.0 0.405
H -9.6624 -2.7123 -0.8992 -0.1 0.0 0.0 0.342
H -8.4669 -5.1896 -2.2582 0.1 0.0 0.0 0.356
H -9.1471 -5.1745 -0.6416 0.0 0.0 0.0 0.325
H -7.6659 -2.4408 0.0297 0.0 0.0 0.0 0.310
H -6.1834 -3.2895 0.4256 0.0 0.0 -0.1 0.272
H -8.9741 -4.1683 1.3370 0.0 0.1 0.0 0.280
H -7.7377 -3.4081 2.3326 0.0 0.0 0.0 0.401
H -7.4762 -5.0314 1.6669 0.0 0.0 0.0 0.328
C 11.4734 5.1200 1.0339 -0.1 0.1 0.1 -1.052
C 10.4315 4.8574 -0.0396 0.1 0.0 0.0 -0.371
O 9.1317 5.3126 0.2933 -0.1 -0.1 0.0 -0.329
C 9.0000 6.7026 0.5289 0.0 0.1 0.0 -0.350
C 9.3663 7.5701 -0.6629 0.1 -0.1 -0.1 -1.080
H 11.1573 4.6913 1.9859 0.0 0.0 0.0 0.293
H 12.4254 4.6716 0.7497 0.0 0.0 0.0 0.388
H 11.6413 6.1862 1.1898 0.0 0.0 0.0 0.266
H 10.3293 3.7826 -0.1907 -0.1 0.0 0.0 0.310
H 10.7519 5.2821 -0.9975 0.0 0.0 0.0 0.323
H 9.5753 6.9990 1.4131 0.0 0.0 0.0 0.329
H 7.9483 6.8533 0.7751 0.0 -0.1 0.0 0.334
H 10.4232 7.4868 -0.9196 0.0 0.0 0.0 0.276
H 9.1620 8.6177 -0.4417 0.0 0.0 0.0 0.394
H 8.7886 7.2779 -1.5409 0.0 0.0 0.0 0.282
```
Positions in Å, forces in eV/Å.